A molecular structure, C18H22BrCuI, computed with ωB97M-V with the def2-TZVPD basis set.

The geometry in ORCA input format:
```
! wB97M-V def2-TZVPD RIJCOSX def2/J DEFGRID3
* xyz 1 1
Cu 0.00 -0.36 -0.69
C -0.64 0.97 2.13
C 0.56 0.50 1.34
C 1.01 1.24 0.22
C 0.39 2.59 -0.09
C 2.11 0.76 -0.55
C 2.57 1.53 -1.76
C 2.79 -0.40 -0.14
C 4.03 -0.84 -0.87
C 2.34 -1.12 0.98
C 3.02 -2.41 1.36
C 1.25 -0.66 1.74
C 0.82 -1.38 2.99
H -0.32 1.57 2.99
H -1.22 0.14 2.51
H -1.30 1.59 1.53
H -0.52 2.54 -0.69
H 1.09 3.24 -0.62
H 0.13 3.11 0.84
H 3.33 2.27 -1.50
H 1.75 2.06 -2.24
H 3.00 0.86 -2.51
H 3.80 -1.53 -1.69
H 4.73 -1.34 -0.21
H 4.56 0.01 -1.30
H 3.81 -2.25 2.09
H 3.46 -2.90 0.50
H 2.32 -3.12 1.80
H 0.00 -2.08 2.80
H 0.47 -0.68 3.74
H 1.64 -1.94 3.43
Br -4.54 -2.62 0.47
C -4.38 -1.16 -0.70
C -5.46 -0.29 -0.82
C -5.38 0.80 -1.67
C -4.23 1.03 -2.41
C -3.16 0.17 -2.30
C -3.23 -0.92 -1.44
I -1.58 -2.19 -1.30
H -6.35 -0.48 -0.24
H -6.23 1.47 -1.75
H -4.17 1.87 -3.09
H -2.27 0.33 -2.90
*
```

Results
HOMO energy = -0.4384 Eh
energy = -141800.722 eV

---

C18H22Cl2N2O3 in the gas phase, computed with ωB97M-V with the def2-TZVPD basis set.

The geometry in ORCA input format:
```
! wB97M-V def2-TZVPD RIJCOSX def2/J DEFGRID3
* xyz 0 1
C -3.91 -0.59 -3.76
C -3.29 0.06 -5.00
C -3.36 -0.92 -6.18
C -4.07 1.34 -5.36
C -3.94 2.39 -4.28
O -4.88 2.94 -3.78
C -2.50 2.71 -3.91
C -1.75 1.45 -3.62
N -1.20 1.37 -2.49
N -0.52 0.28 -2.06
C 0.05 0.27 -0.82
O 0.00 1.20 -0.06
C 0.70 -1.06 -0.48
C -0.30 -1.94 0.28
C -0.62 -1.42 1.69
O 0.36 -1.82 2.62
C 1.38 -1.02 2.99
C 1.60 0.29 2.59
C 2.69 1.01 3.06
C 3.57 0.43 3.95
Cl 4.93 1.32 4.55
C 3.38 -0.88 4.37
C 2.30 -1.59 3.89
Cl 2.05 -3.21 4.41
C -1.82 0.42 -4.72
H -4.95 -0.84 -3.94
H -3.39 -1.51 -3.50
H -3.87 0.09 -2.91
H -4.40 -1.17 -6.40
H -2.84 -1.84 -5.94
H -2.92 -0.49 -7.07
H -3.67 1.75 -6.29
H -5.12 1.11 -5.50
H -2.05 3.23 -4.76
H -2.48 3.37 -3.04
H -0.44 -0.54 -2.66
H 1.58 -0.88 0.14
H 1.03 -1.57 -1.39
H -1.23 -2.00 -0.29
H 0.10 -2.95 0.38
H -1.54 -1.90 2.04
H -0.77 -0.34 1.68
H 0.95 0.78 1.88
H 2.84 2.03 2.73
H 4.07 -1.34 5.07
H -1.38 0.84 -5.63
H -1.27 -0.49 -4.47
*
```

Results
HOMO energy = -0.3064 Eh
energy = -53190.478 eV